{"formula": "C7H35NO9", "method": "ωB97M-V/def2-TZVPD", "relative_energy_kj_mol": 289.9, "total_charge": 0, "max_force_ev_per_a": 1.952, "molar_mass_g_mol": 277.4, "elements": ["O", "O", "O", "O", "O", "O", "O", "O", "O", "N", "C", "C", "C", "C", "C", "C", "C", "H", "H", "H", "H", "H", "H", "H", "H", "H", "H", "H", "H", "H", "H", "H", "H", "H", "H", "H", "H", "H", "H", "H", "H", "H", "H", "H", "H", "H", "H", "H", "H", "H", "H", "H"], "positions_angstrom": [[-0.54, 2.92, 2.36], [2.41, 3.23, 2.47], [-0.15, 2.69, -0.47], [-2.97, -0.44, -3.11], [1.37, 0.67, 2.95], [-3.10, 1.96, -1.60], [3.11, 0.00, 0.41], [-3.75, -1.41, -0.82], [3.00, -2.28, 2.16], [-0.10, 0.01, -1.85], [-1.44, -1.69, 1.33], [-0.31, -1.18, -0.96], [2.15, 0.51, -2.91], [0.86, -2.19, -0.90], [-0.82, -2.91, 2.01], [-0.67, -0.70, 0.47], [0.77, -0.16, -3.00], [-0.26, 3.64, -0.49], [-1.06, -1.71, -1.55], [0.86, -2.60, 0.11], [-4.42, -1.52, -0.14], [2.23, -2.84, 2.01], [2.87, -2.07, 3.10], [0.29, 0.26, -3.89], [-0.28, 2.48, 0.47], [-1.16, 0.27, 0.46], [2.01, 0.14, 2.46], [3.58, -0.43, 1.13], [1.90, 2.89, 1.71], [0.92, -1.23, -3.14], [1.67, 3.58, 2.99], [0.09, 2.23, 2.63], [-0.30, -3.61, 1.35], [-2.20, -2.11, 0.69], [-3.28, -0.58, -0.64], [0.78, -3.06, -1.54], [1.71, 0.79, 3.85], [2.14, 1.54, -2.57], [-2.25, -0.70, -2.54], [-1.66, -3.52, 2.35], [-0.20, -2.76, 2.89], [0.36, -0.45, 0.77], [2.40, -0.58, 0.10], [-1.39, 2.62, 2.69], [1.85, -1.76, -1.08], [2.72, 0.30, -3.82], [2.69, 0.03, -2.08], [-0.01, 0.86, -1.30], [-2.23, 2.35, -1.78], [-3.76, -0.93, -2.87], [-3.19, 1.14, -2.11], [-2.05, -1.20, 2.08]]}

{"formula": "C2H5IS", "method": "ωB97M-V/def2-TZVPD", "relative_energy_kj_mol": 105.0, "total_charge": 0, "max_force_ev_per_a": 3.020, "molar_mass_g_mol": 188.0, "elements": ["I", "S", "C", "C", "H", "H", "H", "H", "H"], "positions_angstrom": [[-3.42, 0.14, -0.05], [-0.04, 1.83, -0.42], [1.72, 0.04, 0.57], [0.55, 0.26, -0.04], [-3.89, 1.76, -0.11], [2.33, 0.89, 0.89], [0.97, 2.53, 0.38], [2.02, -0.96, 0.91], [-0.21, -0.41, -0.34]]}

{"formula": "B8F32Li6", "method": "ωB97M-V/def2-TZVPD", "total_charge": -2, "max_force_ev_per_a": 3.489, "molar_mass_g_mol": 736.1, "elements": ["F", "F", "F", "F", "F", "F", "F", "F", "F", "F", "F", "F", "F", "F", "F", "F", "F", "F", "F", "F", "F", "F", "F", "F", "F", "F", "F", "F", "F", "F", "F", "F", "B", "B", "B", "B", "B", "B", "B", "B", "Li", "Li", "Li", "Li", "Li", "Li"], "positions_angstrom": [[-17.77, -14.93, 13.89], [-18.17, -13.26, 15.57], [-15.61, -10.47, 19.13], [-16.88, -18.39, 19.92], [-15.01, -14.21, 14.65], [-12.10, -14.14, 12.40], [-11.99, -12.06, 11.58], [-19.18, -13.38, 13.45], [-15.63, -16.14, 12.95], [-10.90, -14.21, 18.60], [-15.97, -14.11, 16.79], [-14.10, -20.32, 14.07], [-11.99, -12.43, 13.88], [-15.10, -12.67, 18.88], [-16.81, -19.90, 18.23], [-14.29, -15.70, 11.20], [-13.74, -14.16, 16.68], [-13.52, -16.96, 12.93], [-11.41, -13.47, 16.60], [-14.84, -19.18, 19.49], [-9.16, -13.33, 17.26], [-13.50, -19.25, 15.98], [-15.88, -17.85, 17.93], [-15.36, -11.21, 17.01], [-15.05, -17.87, 11.47], [-10.79, -12.03, 18.15], [-13.57, -11.13, 18.54], [-14.96, -15.98, 16.05], [-15.37, -20.57, 15.99], [-15.36, -18.59, 14.72], [-13.94, -12.77, 12.61], [-16.89, -12.83, 13.71], [-17.99, -13.58, 14.20], [-14.61, -16.73, 12.11], [-12.52, -12.83, 12.66], [-16.11, -18.90, 18.85], [-14.58, -19.71, 15.21], [-10.52, -13.25, 17.61], [-14.89, -14.57, 15.99], [-14.91, -11.36, 18.33], [-12.79, -12.99, 18.13], [-14.05, -17.29, 18.42], [-16.50, -13.96, 19.05], [-15.38, -14.15, 12.76], [-16.32, -17.01, 15.20], [-16.55, -11.95, 15.63]]}

Gap between HOMO and LUMO values (in eV) by entry order: 8.22, 8.79, 7.05.